(1)
# C24H29FN2O3

An isolated molecule of C24H29FN2O3 (the ωB97M-V functional and the def2-TZVPD basis, the OMol25 dataset).

Structure (XYZ):
```
59
Properties=species:S:1:pos:R:3:forces:R:3
C 6.5395 -3.7227 1.7167 0.4 0.1 -0.3
O 5.6932 -4.2021 2.7360 -0.4 -0.1 0.2
C 4.4004 -3.7797 2.8319 0.0 0.0 0.1
C 3.7405 -4.2291 3.9785 0.1 0.1 -0.2
C 2.4220 -3.9099 4.2278 0.0 0.0 0.0
C 1.7217 -3.1354 3.3231 0.1 0.1 -0.1
C 2.3495 -2.6740 2.1732 0.3 -0.2 0.1
C 3.6957 -2.9822 1.9239 0.0 0.1 0.1
O 4.2918 -2.5578 0.7550 -0.1 -0.4 0.2
C 3.8028 -1.3517 0.2050 -0.1 0.3 0.0
C 2.3014 -1.2599 0.2128 0.1 -0.3 0.1
C 1.6616 -0.4405 -0.8688 -0.1 0.0 0.1
N 0.3589 0.0536 -0.4727 0.1 0.0 -0.2
C 0.4559 1.1193 0.5083 -0.2 0.1 0.3
C -0.9510 1.4628 1.0033 0.3 0.0 0.1
N -1.8579 1.8505 -0.0585 0.0 0.2 0.1
C -1.6868 3.2146 -0.5312 0.2 0.0 0.0
C -2.8929 3.6336 -1.3293 0.1 0.2 -0.2
C -4.1750 3.3240 -0.8910 0.0 0.1 -0.1
C -5.2882 3.6912 -1.6236 -0.1 0.0 0.1
C -5.1419 4.3834 -2.8149 0.0 0.0 0.0
C -3.8781 4.7077 -3.2724 0.1 0.0 0.0
C -2.7785 4.3271 -2.5255 -0.1 -0.1 0.2
F -1.5465 4.6474 -2.9899 -0.1 0.0 0.0
C -1.8544 0.8657 -1.1338 -0.1 -0.3 -0.1
C -2.6242 -0.3872 -0.6917 -0.1 0.1 -0.5
C -3.3572 -1.0379 -1.8652 0.2 -0.3 0.4
O -4.2509 -0.1580 -2.5058 -0.3 0.3 -0.1
C -0.4362 0.5041 -1.6000 -0.2 0.1 0.0
C 1.6357 -1.8962 1.1753 0.2 0.2 -0.4
H 6.6601 -2.6375 1.7700 0.0 -0.1 0.0
H 6.1751 -3.9956 0.7246 0.1 0.0 0.1
H 7.5019 -4.2013 1.8984 -0.1 0.1 0.0
H 4.3078 -4.8367 4.6655 0.1 -0.1 0.1
H 1.9425 -4.2701 5.1249 0.0 0.0 0.1
H 0.6866 -2.8819 3.4948 -0.1 0.0 0.0
H 4.2290 -0.4910 0.7559 0.0 -0.1 -0.1
H 4.1930 -1.3262 -0.8167 0.0 0.1 0.1
H 1.5307 -1.0754 -1.7532 0.1 0.1 0.0
H 2.3464 0.3819 -1.1559 -0.1 0.0 0.0
H 0.9379 2.0178 0.0781 0.0 -0.1 0.0
H 1.0655 0.7740 1.3454 0.0 0.1 0.0
H -1.3707 0.5766 1.4860 0.1 0.0 0.1
H -0.9035 2.2666 1.7413 0.0 0.0 0.0
H -0.7790 3.3618 -1.1353 -0.1 0.1 0.1
H -1.6077 3.8618 0.3494 0.1 0.0 -0.1
H -4.2750 2.7803 0.0356 0.0 -0.1 0.1
H -6.2754 3.4397 -1.2659 -0.1 0.0 0.0
H -6.0094 4.6698 -3.3891 -0.1 0.0 -0.1
H -3.7309 5.2436 -4.1968 0.0 0.1 -0.1
H -2.3954 1.3062 -1.9787 0.1 -0.1 0.1
H -1.9389 -1.1092 -0.2494 0.0 -0.1 0.1
H -3.3568 -0.0909 0.0630 0.0 0.0 0.1
H -2.6503 -1.3447 -2.6392 0.0 -0.1 0.0
H -3.8907 -1.9333 -1.5122 0.2 0.0 -0.1
H -4.8304 0.2283 -1.8392 0.0 0.0 -0.1
H 0.0249 1.3778 -2.0970 0.0 -0.1 0.0
H -0.4986 -0.3029 -2.3329 0.0 0.0 -0.1
H 0.5600 -1.8505 1.2320 -0.2 0.1 0.0
```
Forces are in eV/Å.

For the HOMO energy, the calculation gives -8.09 eV. The LUMO energy is 0.026 Eh. Its SMILES is COc1cccc2c1OCC(CN1CCN(Cc3ccccc3F)[C@H](CCO)C1)=C2. The strongest force on any atom comes out at 0.0105 Eh/bohr.

***

(2)
# C2H3N3OS2

C2H3N3OS2 as an isolated structure at a distorted geometry (the ωB97M-V functional and the def2-TZVPD basis, the OMol25 dataset).

Structure (XYZ):
```
11
Properties=species:S:1:pos:R:3:forces:R:3
C 1.3007 0.2746 -0.3153 -2.9 -1.9 -0.7
C -0.7484 -0.0064 0.6147 -2.0 1.6 -1.1
H -2.8224 -0.4653 -0.8486 3.1 -3.3 -2.2
H -1.7152 -2.2545 -0.9247 -1.2 3.8 -1.9
H 0.4528 -0.7304 -2.0866 1.2 0.4 -0.5
N -1.8280 -1.1653 -1.4799 -1.6 0.0 6.0
N -0.8484 -0.4050 -0.7142 1.2 0.2 1.7
N 0.4807 -0.5772 -1.0974 0.3 0.5 -0.1
O 0.5249 0.6259 0.7549 -2.2 -1.7 -0.2
S 2.8071 0.6247 -0.4403 2.6 0.7 -0.5
S -2.0607 0.1170 1.6319 1.3 -0.3 -0.6
```
Forces are in eV/Å.

For the HOMO energy, the calculation gives -8.88 eV. The LUMO energy is -0.015 Eh. The strongest force on any atom comes out at 0.1210 Eh/bohr.

***

(3)
# C2H5NO3

An isolated molecule of C2H5NO3 at a distorted geometry (the ωB97M-V functional and the def2-TZVPD basis, the OMol25 dataset).

Structure (XYZ):
```
11
Properties=species:S:1:pos:R:3:forces:R:3
N 1.5435 0.6814 -0.5347 0.9 1.0 -1.1
C 0.6970 -0.3003 -0.7372 -1.9 -0.8 0.4
O 0.4603 -0.7313 -1.8379 -0.4 -0.7 -1.2
C -0.1990 -0.8462 0.4049 -4.6 3.4 -2.1
O -1.1925 0.5588 0.7930 7.6 -0.3 -1.1
O -1.1037 -1.8007 0.0098 1.2 0.7 2.1
H 1.8190 0.9317 0.3747 0.3 0.7 0.9
H 1.8643 1.1737 -1.3901 -0.1 -0.6 1.3
H 0.2009 -1.1516 1.2608 1.9 -0.6 3.8
H -2.0062 0.2151 0.8546 -4.7 -2.4 0.3
H -0.9777 -1.7668 -0.9055 -0.2 -0.3 -3.2
```
Forces are in eV/Å.

For the HOMO energy, the calculation gives -10.48 eV. The LUMO energy is 0.028 Eh. Its SMILES is NC(=O)C(O)O. The strongest force on any atom comes out at 0.1501 Eh/bohr.

***

(4)
# C18H44N4O7

A 3-piece molecular cluster, C18H44N4O7 overall (the ωB97M-V functional and the def2-TZVPD basis, the OMol25 dataset).

Structure (XYZ):
```
73
Properties=species:S:1:pos:R:3:forces:R:3
C -7.5316 -0.4828 -5.7348 0.1 -0.1 0.1
C -5.9986 -0.5678 -5.8622 -0.2 0.1 0.0
C -5.3130 -1.1884 -4.6405 0.0 -0.1 0.2
C -5.1408 -2.7176 -4.7240 -0.3 0.2 -0.2
N -5.9858 -3.5085 -3.8361 0.3 -0.3 0.0
O -5.4210 -3.3040 -2.5193 -0.2 0.4 0.0
C -6.3477 -3.3390 -1.5450 0.3 0.0 0.1
O -7.4889 -3.6562 -1.6917 -0.3 0.0 -0.1
O -5.8334 -2.9733 -0.3663 -0.1 0.0 -0.1
C -4.5634 -2.2998 -0.3113 0.4 0.1 0.2
N -3.4363 -3.2018 -0.3227 0.0 0.0 -0.2
H -7.8532 0.5305 -5.4975 0.0 0.0 0.0
H -8.0381 -0.7879 -6.6485 0.0 0.0 0.0
H -7.8978 -1.1189 -4.9260 0.0 -0.1 -0.1
H -5.6000 0.4347 -6.0197 0.0 0.0 -0.1
H -5.7467 -1.1395 -6.7582 0.1 0.0 0.0
H -4.3466 -0.7129 -4.4682 0.1 0.0 -0.1
H -5.9081 -0.9729 -3.7465 0.1 0.1 0.0
H -4.1082 -3.0090 -4.5412 0.0 -0.1 0.0
H -5.4033 -3.0632 -5.7263 0.1 0.0 0.0
H -6.9168 -3.0958 -3.7838 0.0 -0.1 0.1
H -4.4827 -1.5789 -1.1234 0.0 0.0 0.0
H -4.5959 -1.7493 0.6249 -0.2 -0.1 0.1
H -3.7399 -4.1627 -0.2284 0.0 0.0 0.2
H -2.9351 -3.1281 -1.1978 -0.1 -0.1 0.0
C 2.5476 -0.4169 -1.6722 0.0 0.0 0.0
O 2.4423 0.1234 -0.3724 0.0 0.0 -0.1
C 2.3487 1.5425 -0.3152 0.1 0.1 0.2
C 0.9661 1.9869 0.1088 -0.1 0.0 -0.1
N -0.0223 1.7184 -0.9245 0.0 -0.1 0.1
C -1.4074 1.9263 -0.5216 0.0 0.0 -0.1
C -1.9666 1.0811 0.6177 -0.1 0.1 0.1
O -2.1135 -0.2916 0.3083 0.0 0.0 0.0
C -0.9528 -1.0880 0.4747 -0.1 -0.1 0.0
H 2.8104 -1.4680 -1.5635 0.0 0.0 0.0
H 1.6076 -0.3497 -2.2319 0.0 0.0 0.0
H 3.3316 0.0832 -2.2492 0.0 0.0 0.0
H 2.6253 1.9898 -1.2747 -0.1 0.0 0.0
H 3.0675 1.8822 0.4373 0.0 0.0 0.0
H 0.9898 3.0643 0.3020 0.0 0.0 0.0
H 0.7373 1.4852 1.0598 0.0 0.0 0.0
H 0.0888 0.7665 -1.2484 0.0 0.0 0.0
H -2.0343 1.7503 -1.3997 0.0 0.0 0.0
H -1.5302 2.9813 -0.2528 0.0 0.0 0.0
H -2.9748 1.4482 0.8281 0.0 0.0 0.0
H -1.3871 1.1978 1.5418 0.1 0.0 0.0
H -0.3311 -0.7377 1.3035 0.0 0.1 0.0
H -0.3436 -1.1117 -0.4348 0.1 0.0 0.0
H -1.2898 -2.1017 0.6820 0.0 0.0 0.0
C 6.1106 4.0553 4.8365 0.0 0.0 0.1
O 5.2474 3.0449 5.3125 0.1 0.0 -0.1
C 4.0670 2.8552 4.5442 -0.1 0.0 0.0
C 4.0948 1.5371 3.8020 0.1 0.0 0.0
N 5.0890 1.5461 2.7402 0.1 0.0 0.1
C 5.3210 0.2520 2.1057 -0.1 0.1 -0.2
C 5.8463 -0.8967 2.9575 -0.1 -0.1 0.0
O 7.1759 -0.7296 3.4116 0.0 0.1 0.0
C 7.3256 0.0292 4.5942 0.1 0.0 0.0
H 6.8669 4.2184 5.6022 0.0 0.0 0.0
H 6.6126 3.7732 3.9041 0.0 0.0 0.0
H 5.5717 4.9934 4.6696 0.0 0.0 0.0
H 3.9273 3.6872 3.8463 0.0 0.0 0.0
H 3.2223 2.8484 5.2384 0.0 0.0 0.0
H 3.1080 1.3650 3.3580 0.0 0.0 0.0
H 4.2639 0.7437 4.5431 -0.1 0.0 0.0
H 5.9633 1.8976 3.1090 0.0 0.0 0.0
H 6.0357 0.4131 1.2947 0.0 0.0 0.0
H 4.3814 -0.0667 1.6399 0.0 0.0 0.0
H 5.8598 -1.7868 2.3237 0.0 0.0 0.0
H 5.1840 -1.1210 3.8032 0.0 0.1 0.0
H 6.4824 -0.1173 5.2760 0.0 0.0 0.0
H 7.4299 1.0995 4.3919 0.0 0.0 0.0
H 8.2366 -0.3101 5.0868 0.0 0.0 0.0
```
Forces are in eV/Å.

For the HOMO energy, the calculation gives -8.72 eV. The LUMO energy is 0.020 Eh. Its SMILES is CCCCNOC(=O)OCN.COCCNCCOC.COCCNCCOC. The strongest force on any atom comes out at 0.0083 Eh/bohr.

***

(5)
# C3H4ClNS

An isolated molecule of C3H4ClNS at a distorted geometry (the ωB97M-V functional and the def2-TZVPD basis, the OMol25 dataset).

Structure (XYZ):
```
10
Properties=species:S:1:pos:R:3:forces:R:3
C 0.7058 0.8016 -0.0612 2.2 -0.8 -0.3
C -1.5756 -0.0171 -0.1755 0.4 -0.7 2.2
C 1.4656 -0.3332 0.2290 0.3 -1.8 0.8
N -0.5449 0.9364 -0.0573 -1.1 1.0 -0.1
S -1.5652 -1.8074 0.4087 0.5 1.1 -0.8
Cl 3.1184 -0.4215 -0.2164 -0.2 0.2 0.0
H 1.3772 1.5916 -0.3880 -0.4 0.8 0.1
H -2.3183 0.2460 0.6141 -0.3 0.3 -1.0
H -1.8192 0.1944 -1.1998 -1.3 -0.7 -0.5
H 1.1563 -1.1909 0.8463 -0.1 0.6 -0.6
```
Forces are in eV/Å.

For the HOMO energy (spin up / spin down), the calculation gives -9.43 / -8.70 eV. The LUMO energy (spin up / spin down) is -0.045 / -0.074 Eh. The strongest force on any atom comes out at 0.0460 Eh/bohr.

***

(6)
# C5H7N3

An isolated molecule of C5H7N3 at a distorted geometry (the ωB97M-V functional and the def2-TZVPD basis, the OMol25 dataset).

Structure (XYZ):
```
15
Properties=species:S:1:pos:R:3:forces:R:3
H -2.3546 1.2869 -0.4596 -1.1 0.5 -0.5
N -2.4971 0.2845 -0.4633 4.0 -1.3 0.6
C -1.2529 -0.0046 -0.0378 -4.9 5.7 0.4
N -0.8137 -1.1476 0.4825 0.1 -3.9 -2.0
C 0.6236 -1.4922 0.1977 -1.9 -3.6 -2.3
C 1.6222 -0.6938 -0.2800 -0.2 -0.1 0.9
C 0.9512 0.6250 -0.4207 0.2 2.5 -0.8
N 0.6306 2.0064 0.1535 1.7 2.2 -2.6
C -0.2401 1.0307 0.4731 -0.6 -7.0 2.1
H -1.5247 -1.9369 0.1302 2.3 2.0 1.3
H 0.3853 -2.6077 -0.0850 2.2 1.6 1.2
H 2.6846 -0.9726 -0.7644 -2.9 0.4 1.4
H 0.7641 0.8651 -1.4782 -0.1 -0.6 0.3
H 1.0834 2.1442 1.0065 1.3 0.9 1.4
H -0.0619 0.6126 1.5455 -0.2 0.8 -1.5
```
Forces are in eV/Å.

For the HOMO energy, the calculation gives -8.51 eV. The LUMO energy is 0.030 Eh. Its SMILES is [H]/N=C1/NC=C[C@@H]2N[C@@H]12. The strongest force on any atom comes out at 0.1466 Eh/bohr.

***

(7)
# C6H12O

C6H12O as an isolated structure at a distorted geometry (the ωB97M-V functional and the def2-TZVPD basis, the OMol25 dataset).

Structure (XYZ):
```
19
Properties=species:S:1:pos:R:3:forces:R:3
C -1.2791 1.3847 -0.9764 0.2 0.1 0.1
C -0.6217 0.3545 -0.0961 0.0 0.0 0.3
C 0.6087 1.1312 1.2348 0.2 0.4 0.2
C 0.4985 -0.5357 -0.5529 0.0 0.1 0.1
C 1.2873 -0.6436 0.7143 -0.2 0.3 0.3
C 0.0768 -1.8263 -1.0335 0.1 -0.9 -1.5
O -0.6903 -2.7066 -0.3438 -0.2 0.1 0.6
H -2.1992 1.0393 -1.4633 0.2 0.0 0.1
H -1.5514 2.2550 -0.3626 0.0 -0.1 -0.1
H -0.5892 1.7320 -1.7546 -0.1 -0.1 0.1
H -1.3286 -0.1634 0.5633 0.1 0.1 -0.1
H -0.2780 1.6872 1.6058 0.1 -0.1 -0.1
H 1.1856 1.8191 0.6100 -0.1 -0.1 0.1
H 1.1821 0.9917 2.1736 -0.1 0.0 -0.1
H 1.0833 -0.0339 -1.3312 -0.1 -0.1 0.1
H 2.3785 -0.7393 0.6883 -0.2 0.2 0.0
H 0.8472 -1.3050 1.4672 0.0 0.1 -0.1
H 0.3045 -2.2114 -2.0225 0.0 0.1 0.2
H -0.8827 -2.3454 0.5336 0.0 -0.1 -0.1
```
Forces are in eV/Å.

For the HOMO energy (spin up / spin down), the calculation gives -6.56 / -6.42 eV. The LUMO energy (spin up / spin down) is 0.027 / 0.034 Eh. The strongest force on any atom comes out at 0.0337 Eh/bohr.